1.
The following is a quantum chemistry calculation of a cluster of 3 separate species, C21H29N2O10P in total, from the OMol25 dataset.

Bonds (Å) are listed after each position.
CARTESIAN COORDINATES (ANGSTROEM)
1 O 3.0632 1.2689 0.6660  C2 1.218
2 C 3.0145 2.4780 0.5312  O1 1.218, C3 1.450, C9 1.508
3 C 1.8906 3.2981 0.9394  C2 1.450, C4 1.339, H11 1.081
4 C 1.9385 4.6199 0.7284  C3 1.339, O5 1.327, C6 1.508
5 O 0.9604 5.4502 1.0680  C4 1.327, H12 0.978
6 C 3.1221 5.2900 0.0765  C4 1.508, O7 1.216, C8 1.450
7 O 3.0556 6.4938 -0.0825  C6 1.216
8 C 4.2529 4.4705 -0.3146  C6 1.450, C9 1.340, H13 1.081
9 C 4.2083 3.1485 -0.1016  C2 1.508, C8 1.340, O10 1.326
10 O 5.1911 2.3191 -0.4236  C9 1.326, H14 0.977
11 H 1.0436 2.8116 1.4035  C3 1.081
12 H 1.2547 6.3440 0.8007  O5 0.978
13 H 5.1025 4.9595 -0.7694  C8 1.081
14 H 4.8923 1.4269 -0.1621  O10 0.977
15 O -0.1953 7.1654 3.9722  C16 1.218
16 C -1.3763 6.9029 4.1087  O15 1.218, C17 1.449, C23 1.510
17 C -2.3657 7.8279 4.6239  C16 1.449, C18 1.340, H25 1.081
18 C -3.6389 7.4259 4.7390  C17 1.340, O19 1.325, C20 1.509
19 O -4.6141 8.1964 5.1977  C18 1.325, H26 0.977
20 C -4.0819 6.0361 4.3508  C18 1.509, O21 1.217, C22 1.449
21 O -5.2587 5.7689 4.5091  C20 1.217
22 C -3.0962 5.1173 3.8190  C20 1.449, C23 1.341, H27 1.081
23 C -1.8222 5.5187 3.7027  C16 1.510, C22 1.341, O24 1.323
24 O -0.8502 4.7575 3.2278  C23 1.323, H28 0.977
25 H -2.0401 8.8206 4.9003  C17 1.081
26 H -5.4238 7.6496 5.1758  O19 0.977
27 H -3.4247 4.1286 3.5316  C22 1.081
28 H -0.0379 5.3007 3.2460  O24 0.977
29 C -3.2070 -4.0095 -3.1632  C30 1.532, H43 1.092, H44 1.093, H45 1.094
30 C -2.6755 -5.3692 -3.6283  C29 1.532, C31 1.546, H46 1.090, H47 1.095
31 C -1.1394 -5.3651 -3.8001  C30 1.546, C32 1.522, H48 1.094, H49 1.094
32 C -0.4925 -6.6957 -3.4428  C31 1.522, N33 1.466, H50 1.094, H51 1.098
33 N -0.6487 -7.0551 -2.0302  C32 1.466, O34 1.431, H52 1.014
34 O 0.1590 -6.1680 -1.2503  N33 1.431, C35 1.349
35 C -0.5557 -5.2648 -0.5473  O34 1.349, O36 1.205, N37 1.410
36 O -1.7535 -5.2517 -0.4203  C35 1.205
37 N 0.3367 -4.3669 0.0734  C35 1.410, P38 1.761, H53 1.017
38 P 0.8398 -3.0112 -0.9311  N37 1.761, C39 1.846, C41 1.837
39 C 0.8359 -1.6161 0.2785  P38 1.846, C40 1.555, H54 1.092, H55 1.091
40 C -0.1949 -0.5410 -0.1683  C39 1.555, H56 1.091, H57 1.090, H58 1.091
41 C 2.6478 -3.2588 -1.1428  P38 1.837, C42 1.542, H59 1.093, H60 1.094
42 C 2.9929 -4.4831 -2.0146  C41 1.542, H61 1.092, H62 1.092, H63 1.088
43 H -3.0016 -3.8621 -2.1010  C29 1.092
44 H -4.2875 -3.9389 -3.3124  C29 1.093
45 H -2.7257 -3.2004 -3.7203  C29 1.094
46 H -2.9676 -6.1496 -2.9256  C30 1.090
47 H -3.1097 -5.5690 -4.6137  C30 1.095
48 H -0.9082 -5.1678 -4.8507  C31 1.094
49 H -0.7066 -4.5384 -3.2289  C31 1.094
50 H -1.0057 -7.4821 -4.0038  C32 1.094
51 H 0.5721 -6.6812 -3.7130  C32 1.098
52 H -0.1726 -7.9381 -1.8812  N33 1.014
53 H -0.2018 -4.0025 0.8560  N37 1.017
54 H 1.8356 -1.1767 0.2454  C39 1.092
55 H 0.6401 -1.9520 1.2979  C39 1.091
56 H 0.3032 0.4177 -0.3226  C40 1.091
57 H -0.6712 -0.8481 -1.0989  C40 1.090
58 H -0.9569 -0.3815 0.5965  C40 1.091
59 H 2.9994 -2.3440 -1.6279  C41 1.093
60 H 3.1375 -3.3578 -0.1690  C41 1.094
61 H 3.8677 -4.9894 -1.6003  C42 1.092
62 H 3.2714 -4.1752 -3.0251  C42 1.092
63 H 2.1790 -5.2022 -2.0782  C42 1.088

- LUMO energy (eV) = -1.708
- HOMO-LUMO gap (eV) = 6.70
- spin multiplicity = 1
- SMILES string = O=C1C=C(O)C(=O)C=C1O.O=C1C=C(O)C(=O)C=C1O.CCCCNOC(=O)NP(CC)CC
- HOMO energy (eV) = -8.40
- total charge = 0

---

2.
The following is a quantum chemistry calculation of the molecule C21H29N3O3, from the OMol25 dataset.

Bonds (Å) are listed after each position.
CARTESIAN COORDINATES (ANGSTROEM)
1 C 0.5415 -7.7615 -1.9523  O2 1.407, H28 1.095, H29 1.089, H30 1.095
2 O -0.0031 -7.3036 -0.7384  C1 1.407, C3 1.359
3 C -0.2709 -5.9784 -0.6012  O2 1.359, C4 1.399, C27 1.391
4 C -0.8102 -5.5883 0.6288  C3 1.399, C5 1.373, H31 1.079
5 C -1.1228 -4.2725 0.8676  C4 1.373, C6 1.400, H32 1.078
6 C -0.9181 -3.2943 -0.1126  C5 1.400, C7 1.457, C26 1.392
7 C -1.2592 -1.9053 0.1651  C6 1.457, N8 1.279, C25 1.505
8 N -1.3709 -1.5543 1.3902  C7 1.279, N9 1.358
9 N -1.6892 -0.2707 1.7005  N8 1.358, C10 1.447, C22 1.359
10 C -1.2362 0.1568 3.0067  N9 1.447, C11 1.536, H33 1.092, H34 1.092
11 C 0.2737 0.4340 2.9583  C10 1.536, C12 1.530, H35 1.090, H36 1.091
12 C 0.6003 1.3373 1.7678  C11 1.530, O13 1.216, N14 1.344
13 O 1.0439 0.8820 0.7312  C12 1.216
14 N 0.3376 2.6362 1.9905  C12 1.344, C15 1.464, H37 1.006
15 C 0.4971 3.7388 1.0410  N14 1.464, C16 1.541, C21 1.531, H38 1.096
16 C 1.9853 4.1069 0.8887  C15 1.541, C17 1.529, H39 1.092, H40 1.093
17 C 2.7221 3.4623 -0.2858  C16 1.529, C18 1.528, H41 1.089, H42 1.093
18 C 2.5592 4.2413 -1.5903  C17 1.528, C19 1.526, H43 1.094, H44 1.093
19 C 1.2004 4.0733 -2.2638  C18 1.526, C20 1.528, H45 1.092, H46 1.094
20 C 0.0107 4.4406 -1.3787  C19 1.528, C21 1.528, H47 1.092, H48 1.093
21 C -0.2319 3.4204 -0.2672  C15 1.531, C20 1.528, H49 1.092, H50 1.089
22 C -2.2753 0.6149 0.8533  N9 1.359, O23 1.218, C24 1.513
23 O -2.5723 1.7422 1.2052  C22 1.218
24 C -2.5783 0.0450 -0.5154  C22 1.513, C25 1.526, H51 1.096, H52 1.090
25 C -1.4603 -0.9029 -0.9400  C7 1.505, C24 1.526, H53 1.096, H54 1.089
26 C -0.3733 -3.6899 -1.3313  C6 1.392, C27 1.383, H55 1.079
27 C -0.0490 -5.0117 -1.5765  C3 1.391, C26 1.383, H56 1.079
28 H -0.1323 -7.5686 -2.7934  C1 1.095
29 H 0.6670 -8.8364 -1.8321  C1 1.089
30 H 1.5156 -7.3045 -2.1538  C1 1.095
31 H -0.9726 -6.3474 1.3776  C4 1.079
32 H -1.5372 -3.9699 1.8157  C5 1.078
33 H -1.4523 -0.6369 3.7251  C10 1.092
34 H -1.7976 1.0583 3.2615  C10 1.092
35 H 0.6018 0.8871 3.8940  C11 1.090
36 H 0.7999 -0.5098 2.8072  C11 1.091
37 H -0.1026 2.8688 2.8651  N14 1.006
38 H -0.0059 4.5918 1.5109  C15 1.096
39 H 2.0693 5.1923 0.7973  C16 1.092
40 H 2.4827 3.8250 1.8204  C16 1.093
41 H 2.3933 2.4319 -0.4096  C17 1.089
42 H 3.7872 3.4399 -0.0407  C17 1.093
43 H 2.7349 5.3027 -1.3932  C18 1.094
44 H 3.3279 3.9108 -2.2939  C18 1.093
45 H 1.0883 3.0358 -2.5868  C19 1.092
46 H 1.1827 4.6994 -3.1604  C19 1.094
47 H 0.1533 5.4361 -0.9542  C20 1.092
48 H -0.8795 4.4815 -2.0109  C20 1.093
49 H -1.2967 3.3631 -0.0323  C21 1.092
50 H 0.0789 2.4354 -0.6113  C21 1.089
51 H -3.5289 -0.4959 -0.4523  C24 1.096
52 H -2.7025 0.8697 -1.2173  C24 1.090
53 H -0.5256 -0.3426 -1.0570  C25 1.096
54 H -1.7080 -1.3819 -1.8861  C25 1.089
55 H -0.1701 -2.9595 -2.0994  C26 1.079
56 H 0.3783 -5.2746 -2.5316  C27 1.079

- LUMO energy (eV) = 0.751
- HOMO-LUMO gap (eV) = 8.71
- spin multiplicity = 1
- SMILES string = COc1ccc(C2=NN(CCC(=O)NC3CCCCCC3)C(=O)CC2)cc1
- HOMO energy (eV) = -7.96
- energy relative to the best compared isomer or geometry (same formula, charge and spin) (kcal/mol) = 58.03
- total charge = 0

---

3.
The following is a quantum chemistry calculation of the molecule C21H29N3O3, from the OMol25 dataset.

Bonds (Å) are listed after each position.
CARTESIAN COORDINATES (ANGSTROEM)
1 C 5.1953 1.6581 -2.2026  C2 1.524, H28 1.088, H29 1.088, H30 1.088
2 C 4.3455 1.4753 -0.9508  C1 1.524, C3 1.527, H31 1.092, H32 1.093
3 C 3.0067 0.8207 -1.2822  C2 1.527, C4 1.530, H33 1.090, H34 1.093
4 C 2.0296 0.7700 -0.1060  C3 1.530, C5 1.533, H35 1.092, H36 1.094
5 C 2.5312 0.0378 1.1435  C4 1.533, C6 1.537, C8 1.539, H37 1.094
6 C 1.5283 0.1674 2.3004  C5 1.537, C7 1.525, H38 1.093, H39 1.093
7 C 1.5135 1.5545 2.9332  C6 1.525, H40 1.088, H41 1.088, H42 1.087
8 C 2.8149 -1.4469 0.8536  C5 1.539, N9 1.444, H43 1.094, H44 1.091
9 N 1.6212 -2.1809 0.5057  C8 1.444, C10 1.341, H45 1.013
10 C 1.2989 -2.4915 -0.7582  N9 1.341, O11 1.212, C12 1.542
11 O 2.0114 -2.3067 -1.7212  C10 1.212
12 C -0.0808 -3.1674 -0.8876  C10 1.542, N13 1.448, H46 1.094, H47 1.092
13 N -1.1676 -2.3655 -0.3661  C12 1.448, C14 1.397, C26 1.371
14 C -1.4824 -2.2557 0.9903  N13 1.397, O15 1.210, N16 1.348
15 O -0.8235 -2.7060 1.8998  C14 1.210
16 N -2.6410 -1.5723 1.0727  C14 1.348, C17 1.447, H48 1.006
17 C -3.0994 -1.0820 -0.2095  N16 1.447, C18 1.543, C25 1.511, C26 1.527
18 C -4.5587 -1.4464 -0.5534  C17 1.543, C19 1.537, H49 1.091, H50 1.089
19 C -5.3964 -0.1841 -0.2955  C18 1.537, C20 1.499, H51 1.093, H52 1.089
20 C -4.3896 0.9263 -0.3149  C19 1.499, C21 1.382, C25 1.391
21 C -4.6041 2.2907 -0.3456  C20 1.382, C22 1.387, H53 1.080
22 C -3.5086 3.1417 -0.3324  C21 1.387, C23 1.385, H54 1.080
23 C -2.2190 2.6380 -0.2817  C22 1.385, C24 1.387, H55 1.079
24 C -1.9983 1.2693 -0.2467  C23 1.387, C25 1.380, H56 1.079
25 C -3.0921 0.4277 -0.2714  C17 1.511, C20 1.391, C24 1.380
26 C -2.0956 -1.7371 -1.1562  N13 1.371, C17 1.527, O27 1.201
27 O -2.1211 -1.7305 -2.3569  C26 1.201
28 H 6.1555 2.1057 -1.9549  C1 1.088
29 H 4.6897 2.3033 -2.9177  C1 1.088
30 H 5.3751 0.6973 -2.6793  C1 1.088
31 H 4.8971 0.8590 -0.2384  C2 1.092
32 H 4.1696 2.4488 -0.4849  C2 1.093
33 H 3.1706 -0.1849 -1.6703  C3 1.090
34 H 2.5285 1.3934 -2.0814  C3 1.093
35 H 1.7713 1.7938 0.1734  C4 1.092
36 H 1.1169 0.2787 -0.4546  C4 1.094
37 H 3.4751 0.4885 1.4641  C5 1.094
38 H 1.7872 -0.5610 3.0728  C6 1.093
39 H 0.5236 -0.0753 1.9461  C6 1.093
40 H 0.8340 1.5718 3.7825  C7 1.088
41 H 2.5074 1.8231 3.2845  C7 1.088
42 H 1.1847 2.3105 2.2247  C7 1.087
43 H 3.2615 -1.9119 1.7375  C8 1.094
44 H 3.5087 -1.5398 0.0167  C8 1.091
45 H 0.9692 -2.3985 1.2504  N9 1.013
46 H -0.0580 -4.1214 -0.3522  C12 1.094
47 H -0.2817 -3.3335 -1.9484  C12 1.092
48 H -3.0174 -1.2563 1.9503  N16 1.006
49 H -4.5922 -1.7052 -1.6126  C18 1.091
50 H -4.8940 -2.3045 0.0268  C18 1.089
51 H -5.8880 -0.2236 0.6802  C19 1.093
52 H -6.1696 -0.0490 -1.0511  C19 1.089
53 H -5.6077 2.6875 -0.3810  C21 1.080
54 H -3.6633 4.2099 -0.3619  C22 1.080
55 H -1.3777 3.3140 -0.2726  C23 1.079
56 H -0.9941 0.8753 -0.2089  C24 1.079

- LUMO energy (eV) = 0.607
- HOMO-LUMO gap (eV) = 10.06
- spin multiplicity = 1
- SMILES string = CCCC[C@@H](CC)CNC(=O)CN1C(=O)N[C@]2(CCc3ccccc32)C1=O
- HOMO energy (eV) = -9.45
- energy relative to the best compared isomer or geometry (same formula, charge and spin) (kcal/mol) = 0.00
- total charge = 0